# 1
{"formula": "C7H7BeO6S", "method": "ωB97M-V with the def2-TZVPD basis set", "e_above_lowest_kcal_mol": 12.3, "molar_mass_g_mol": 228.21, "homo_lumo_gap_ev": [6.283, 6.840], "charge": 1, "homo_energy_ev": [-12.4, -12.6], "elements": ["O", "C", "Be", "O", "C", "C", "O", "C", "O", "C", "O", "H", "C", "S", "C", "O", "H", "H", "H", "H", "H", "H"], "coordinates": [[0.2430, 3.3277, -4.3622], [-0.5542, 2.5332, -4.5583], [1.1837, -0.2179, -0.7199], [0.2562, 2.7146, -0.9678], [0.0561, 1.5505, -0.9838], [-0.7285, -0.6664, -1.7367], [-1.4461, -1.3716, -2.3719], [2.3165, 0.9051, -1.3830], [3.0887, 1.6031, -1.8821], [-1.0917, 0.6350, -1.0593], [-2.2187, 0.9325, -0.6512], [0.7080, -1.0420, -1.5967], [0.3305, -2.3355, 2.4656], [-0.3540, -1.2502, 1.2169], [-0.9682, 0.0668, 2.2844], [1.0758, -0.6302, 0.7514], [-0.4705, -2.6399, 3.1408], [1.1321, -1.8092, 2.9965], [0.7307, -3.2159, 1.9509], [-0.1185, 0.6211, 2.6950], [-1.6249, 0.7152, 1.6990], [-1.5460, -0.4259, 3.0724]]}



# 2
{"formula": "C7H7Br2NO5", "method": "ωB97M-V with the def2-TZVPD basis set", "smiles": "O=C1CCC(=O)N([C@@](Br)(CBr)C(=O)O)O1", "e_above_lowest_kcal_mol": 3.0, "molar_mass_g_mol": 344.94, "homo_lumo_gap_ev": 10.379, "charge": 0, "homo_energy_ev": -10.2, "elements": ["O", "C", "C", "C", "C", "O", "N", "C", "Br", "C", "Br", "C", "O", "O", "O", "H", "H", "H", "H", "H", "H", "H"], "coordinates": [[-2.0945, 2.3172, -1.3998], [-1.8775, 1.3922, -0.6509], [-2.7121, 0.2106, -0.0654], [-2.1977, -0.1577, 1.2759], [-0.6994, -0.5962, 1.0927], [-0.2282, -1.5026, 1.7731], [0.0330, 0.2449, 0.2776], [1.4248, 0.1862, -0.0034], [2.5608, 1.2768, 1.1735], [2.0893, -1.4332, 0.2057], [3.8187, -1.5673, -0.3647], [1.5719, 0.3951, -1.5593], [0.7542, -0.0955, -2.2482], [2.6647, 1.0393, -1.9581], [-0.5934, 1.3566, -0.2840], [-3.7331, 0.5372, -0.0975], [-2.7387, -0.7009, -0.6481], [-2.6576, -1.0597, 1.7516], [-2.4770, 0.6594, 1.9315], [1.6234, -2.1253, -0.3056], [2.1423, -1.5673, 1.2701], [3.3262, 1.1904, -1.1668]]}